## A
Computed, not measured: a cluster of 2 separate species, C8H12N4 in total, with wB97M-V/def2-TZVPD.

Summary:
* SMILES string: Cc1c[nH]cn1.Cc1c[nH]cn1
* total charge: 0
* LUMO energy: 0.025 Eh

Each line ends with the Löwdin charge.
Atoms and positions in Å:
C (-0.428, -0.879, -2.052)  -0.060
C (0.605, -1.791, -1.522)  -0.348
C (1.941, -1.823, -1.386)  -0.108
N (2.319, -3.016, -0.827)  0.040
C (1.138, -3.769, -0.738)  -0.182
N (0.111, -3.027, -1.024)  0.084
H (-1.126, -0.746, -1.211)  0.059
H (-1.080, -1.297, -2.811)  0.078
H (0.052, 0.073, -2.297)  0.082
H (2.659, -1.088, -1.713)  0.115
H (3.178, -3.043, -0.308)  0.136
H (1.096, -4.816, -0.535)  0.104
C (-1.408, 3.350, 0.071)  -0.056
C (-1.065, 2.395, 1.138)  -0.362
C (-0.802, 1.046, 1.108)  -0.074
N (-0.503, 0.683, 2.384)  0.051
C (-0.417, 1.849, 3.139)  -0.180
N (-0.770, 2.860, 2.395)  0.072
H (-0.801, 4.257, 0.039)  0.077
H (-2.450, 3.655, 0.043)  0.071
H (-1.255, 2.830, -0.889)  0.072
H (-0.668, 0.519, 0.182)  0.081
H (-0.225, -0.236, 2.663)  0.137
H (-0.099, 2.014, 4.152)  0.109

## B
Computed, not measured: a cluster of 4 separate species, C8H12N4 in total, with wB97M-V/def2-TZVPD.

Summary:
* SMILES string: CC#N.CC#N.CC#N.CC#N
* total charge: 0
* LUMO energy: 0.018 Eh

Each line ends with the Löwdin charge.
Atoms and positions in Å:
C (-2.031, 3.420, 3.133)  -0.062
C (-1.852, 4.182, 4.358)  -0.292
N (-1.617, 4.607, 5.359)  0.137
H (-2.729, 3.845, 2.417)  0.082
H (-2.299, 2.402, 3.406)  0.091
H (-1.148, 3.424, 2.579)  0.041
C (1.176, -2.118, 0.815)  -0.074
C (1.870, -0.865, 0.987)  -0.288
N (2.294, 0.169, 1.255)  0.124
H (1.935, -2.896, 0.912)  0.093
H (0.757, -2.311, -0.134)  -0.003
H (0.526, -2.123, 1.616)  0.062
C (0.121, -4.193, -4.126)  -0.039
C (0.246, -3.940, -2.636)  -0.221
N (0.162, -3.835, -1.516)  0.142
H (-0.909, -4.536, -4.284)  0.087
H (0.868, -4.812, -4.519)  0.052
H (0.226, -3.238, -4.626)  0.074
C (0.563, 2.577, -0.659)  -0.062
C (0.137, 1.215, -1.209)  -0.255
N (-0.175, 0.243, -1.733)  0.115
H (0.002, 3.367, -1.146)  0.067
H (1.616, 2.766, -0.658)  0.063
H (0.259, 2.649, 0.410)  0.065

Which of them is most stable? Easy: A.

## A
Computed, not measured: an isolated molecule of C9H9NO4, with wB97M-V/def2-TZVPD.

Summary:
* total charge: 0
* LUMO energy (alpha / beta): -0.052 / -0.068 Eh

Each line ends with the Löwdin charge.
Atoms and positions in Å:
C (-0.066, 0.773, -3.259)  -0.072
C (-1.383, 1.029, -2.823)  -0.062
C (0.838, 0.225, -2.389)  -0.090
C (-1.806, 0.535, -1.621)  -0.007
C (0.530, -0.111, -1.093)  0.008
C (-0.826, -0.008, -0.716)  -0.111
C (0.819, 0.268, 3.086)  -0.285
C (-0.185, -0.976, 2.752)  -0.115
C (-1.072, -0.322, 0.652)  -0.152
N (-2.116, 0.462, 1.275)  -0.337
O (-2.588, 0.045, 2.311)  0.058
O (-2.561, 1.408, 0.671)  0.081
O (0.351, 1.423, 2.554)  -0.014
O (-0.392, -1.159, 1.382)  0.049
H (0.193, 1.151, -4.263)  0.116
H (-2.091, 1.637, -3.437)  0.125
H (1.881, 0.112, -2.682)  0.111
H (-2.786, 0.467, -1.309)  0.090
H (1.159, -0.500, -0.350)  0.105
H (0.755, 0.289, 4.151)  0.106
H (1.806, -0.161, 2.707)  0.127
H (0.417, -1.830, 3.130)  0.141
H (-1.087, -0.691, 3.372)  0.130

## B
Computed, not measured: a cluster of 2 separate species, C9H9NO4 in total, with wB97M-V/def2-TZVPD.

Summary:
* total charge: 0
* LUMO energy (alpha / beta): -0.026 / -0.060 Eh

Each line ends with the Löwdin charge.
Atoms and positions in Å:
C (-2.931, 0.106, -0.902)  -0.067
C (-2.560, 0.681, 0.315)  -0.067
C (-1.985, -0.312, -1.922)  -0.048
C (-1.202, 0.546, 0.663)  -0.018
C (-0.698, -0.469, -1.542)  -0.021
C (-0.283, 0.003, -0.268)  -0.199
C (3.109, -1.046, -0.880)  -0.344
C (1.628, -0.347, 1.511)  0.004
C (1.037, -0.171, 0.114)  -0.209
N (2.098, 2.379, -0.184)  -0.220
O (3.906, -0.965, -0.004)  0.098
O (2.977, 2.616, 0.574)  0.089
O (1.372, 3.103, -0.789)  0.086
O (1.851, -0.598, -0.943)  -0.008
H (-3.917, -0.016, -1.121)  0.061
H (-3.236, 1.230, 1.033)  0.124
H (-2.469, -0.594, -2.854)  0.106
H (-0.818, 0.780, 1.690)  0.120
H (0.080, -0.927, -2.152)  0.120
H (3.308, -1.525, -1.930)  0.174
H (2.429, 0.289, 1.576)  0.032
H (1.885, -1.468, 1.717)  0.148
H (0.924, 0.022, 2.175)  0.040

Which of them is most stable? Easy: B.

## A
Computed, not measured: an isolated molecule of C6H3N5, with wB97M-V/def2-TZVPD.

Summary:
* SMILES string: N#CN(C#N)c1ncccn1
* total charge: 0
* LUMO energy: -0.018 Eh

Each line ends with the Löwdin charge.
Atoms and positions in Å:
N (-2.909, 2.220, -0.086)  0.188
C (-2.562, 1.136, 0.017)  -0.275
N (-1.843, 0.027, 0.135)  0.029
C (-2.413, -1.184, 0.075)  -0.283
N (-2.941, -2.199, 0.000)  0.181
C (-0.309, 0.057, 0.075)  -0.326
N (0.239, 1.206, 0.097)  0.165
C (1.602, 1.203, 0.071)  -0.065
C (2.271, 0.003, -0.093)  -0.010
C (1.456, -1.175, -0.074)  -0.063
N (0.150, -1.164, 0.111)  0.149
H (2.260, 2.077, 0.118)  0.124
H (3.294, -0.021, -0.132)  0.073
H (1.706, -2.186, -0.313)  0.113

## B
Computed, not measured: an isolated molecule of C6H3N5, with wB97M-V/def2-TZVPD.

Summary:
* SMILES string: N#Cc1ncnc2[nH]cnc12
* total charge: 0
* LUMO energy: -0.023 Eh

Each line ends with the Löwdin charge.
Atoms and positions in Å:
N (0.487, 1.746, -3.463)  0.172
C (0.545, 1.344, -2.391)  -0.121
C (0.591, 0.832, -1.026)  -0.198
N (1.670, 1.161, -0.327)  0.121
C (1.765, 0.816, 0.928)  -0.224
N (0.990, -0.006, 1.596)  0.165
C (-0.050, -0.397, 0.837)  -0.302
N (-1.086, -1.168, 1.220)  0.132
C (-1.842, -1.303, 0.114)  -0.192
N (-1.391, -0.815, -1.009)  0.167
C (-0.258, -0.122, -0.479)  -0.178
H (2.577, 1.275, 1.517)  0.121
H (-1.324, -1.396, 2.242)  0.213
H (-2.674, -1.967, 0.240)  0.124

Which of them is most stable? Easy: B.

## A
Computed, not measured: a structure of composition C2H3N2OS, with wB97M-V/def2-TZVPD.

Summary:
* total charge: -1
* LUMO energy (alpha / beta): 0.157 / 0.154 Eh

Each line ends with the Löwdin charge.
Atoms and positions in Å:
C (-0.334, -1.027, 0.072)  -0.337
C (-0.629, 0.359, -0.222)  -0.278
N (0.867, -1.469, 0.354)  -0.531
N (0.647, 1.111, -0.369)  -0.334
O (0.852, 2.039, 0.461)  -0.251
S (2.169, -0.617, -0.061)  0.486
H (-1.117, -1.682, 0.339)  0.059
H (-1.202, 0.625, -1.140)  0.110
H (-1.253, 0.661, 0.568)  0.076

## B
Computed, not measured: a cluster of 2 separate species, C2H3N2OS in total, with wB97M-V/def2-TZVPD.

Summary:
* total charge: -1
* LUMO energy (alpha / beta): 0.130 / 0.130 Eh

Each line ends with the Löwdin charge.
Atoms and positions in Å:
C (2.488, 0.473, -0.106)  -1.007
C (-1.674, -0.496, 0.163)  -0.249
N (0.058, 0.758, -0.602)  -0.082
N (-0.238, -0.027, 0.276)  -0.271
O (2.492, -0.582, 0.422)  -0.036
S (3.137, 1.738, -0.725)  0.558
H (-2.044, -0.653, -0.894)  0.048
H (-2.517, 0.098, 0.645)  0.044
H (-1.701, -1.309, 0.820)  -0.005

Which of them is most stable? Easy: B.

## A
Computed, not measured: the ion C2H2NO3 with charge -1, with wB97M-V/def2-TZVPD.

Summary:
* SMILES string: O=CNC(=O)[O-]
* total charge: -1
* LUMO energy: 0.155 Eh

Each line ends with the Löwdin charge.
Atoms and positions in Å:
O (0.084, 1.210, 1.435)  -0.010
C (-0.055, 1.195, 0.241)  -0.451
N (0.036, 0.135, -0.587)  0.105
C (0.053, -1.299, 0.119)  -0.758
O (0.728, -1.327, 1.111)  0.000
O (-0.428, -2.240, -0.506)  -0.063
H (-0.152, 2.188, -0.301)  0.107
H (-0.267, 0.138, -1.513)  0.071

## B
Computed, not measured: the ion C2H2NO3 with charge -1, with wB97M-V/def2-TZVPD.

Summary:
* SMILES string: O=CNC(=O)[O-]
* total charge: -1
* LUMO energy: 0.157 Eh

Each line ends with the Löwdin charge.
Atoms and positions in Å:
O (0.829, -2.466, -0.477)  -0.094
C (0.600, -1.406, 0.132)  -0.433
N (0.294, -0.274, -0.467)  0.103
C (-0.418, 1.067, 0.168)  -0.709
O (-0.783, 1.104, 1.336)  -0.040
O (-0.482, 1.982, -0.658)  -0.066
H (0.590, -1.482, 1.243)  0.126
H (-0.001, -0.319, -1.439)  0.114

Which of them is most stable? Easy: B.

## A
Computed, not measured: an isolated molecule of C5H5ClN2O2, with wB97M-V/def2-TZVPD.

Summary:
* SMILES string: O=[N+]([O-])\C=C/C=C\N=C\Cl
* total charge: 0
* LUMO energy (alpha / beta): -0.027 / -0.027 Eh

Each line ends with the Löwdin charge.
Atoms and positions in Å:
O (0.065, 2.791, -0.203)  0.050
N (-0.235, 1.657, 0.151)  -0.437
O (-0.586, 1.345, 1.292)  0.054
C (-0.245, 0.773, -0.911)  -0.110
C (-1.141, -0.221, -0.998)  -0.067
C (-1.312, -1.091, 0.088)  -0.051
C (-0.231, -1.337, 1.042)  -0.082
N (1.015, -0.955, 0.896)  0.020
C (1.829, -0.058, 0.444)  -0.519
Cl (3.224, -0.677, -0.403)  0.657
H (-0.116, 1.188, -1.839)  0.104
H (-1.552, -0.661, -1.890)  0.119
H (-2.206, -1.712, -0.001)  0.099
H (-0.327, -2.039, 1.783)  0.091
H (1.818, 0.996, 0.547)  0.073

## B
Computed, not measured: a cluster of 2 separate species, C5H5ClN2O2 in total, with wB97M-V/def2-TZVPD.

Summary:
* SMILES string: Cl/C=C1\C=CON1.N=C=O
* total charge: 0
* LUMO energy: 0.027 Eh

Each line ends with the Löwdin charge.
Atoms and positions in Å:
Cl (0.677, 1.856, -1.655)  0.617
C (-0.410, 1.023, -0.599)  -0.590
C (-0.447, -0.317, -0.558)  -0.376
C (0.414, -1.294, -1.192)  -0.009
C (0.048, -2.490, -0.715)  -0.087
O (-0.978, -2.413, 0.161)  -0.028
N (-1.376, -1.059, 0.173)  0.080
H (-1.145, 1.644, -0.119)  0.065
H (1.194, -1.067, -1.886)  0.100
H (0.421, -3.478, -0.898)  0.129
H (-1.635, -0.770, 1.108)  0.156
N (0.494, 2.688, 1.760)  0.198
C (0.986, 1.620, 1.561)  -0.492
O (1.456, 0.567, 1.655)  0.156
H (0.301, 3.490, 1.202)  0.079

Which of them is most stable? Easy: B.

## A
Computed, not measured: a cluster of 4 separate species, C2H11O4 in total, with wB97M-V/def2-TZVPD.

Summary:
* total charge: -1
* LUMO energy: 0.144 Eh

Each line ends with the Löwdin charge.
Atoms and positions in Å:
C (-0.369, 0.390, -0.605)  -0.508
O (0.205, -0.188, 0.509)  -0.364
C (-0.794, 1.839, -0.307)  -0.121
H (0.319, 0.438, -1.460)  0.075
H (-1.188, -0.212, -1.072)  0.081
H (-0.075, 2.555, -0.713)  0.049
H (-1.762, 2.161, -0.717)  0.048
H (-0.866, 1.885, 0.783)  0.062
H (2.502, -1.208, -0.805)  -0.004
H (1.136, -1.383, -0.187)  -0.010
O (1.709, -1.731, -0.934)  -0.141
H (2.597, 1.455, 0.114)  -0.010
H (1.571, 0.900, 1.010)  0.004
O (2.520, 1.221, 1.026)  -0.116
H (-2.582, -0.968, 0.140)  -0.014
H (-3.492, -1.776, 1.165)  0.024
O (-3.375, -1.466, 0.269)  -0.055

## B
Computed, not measured: a cluster of 4 separate species, C2H11O4 in total, with wB97M-V/def2-TZVPD.

Summary:
* total charge: -1
* LUMO energy: 0.151 Eh

Each line ends with the Löwdin charge.
Atoms and positions in Å:
C (-0.487, -0.831, -0.143)  -0.374
O (0.153, 0.410, 0.039)  -0.355
C (-0.052, -1.800, 0.969)  -0.123
H (-0.275, -1.213, -1.160)  0.099
H (-1.563, -0.690, -0.060)  0.088
H (-0.788, -2.624, 1.268)  0.071
H (0.130, -1.327, 1.944)  0.061
H (0.930, -2.291, 0.880)  0.060
H (2.384, 1.276, 1.420)  -0.022
H (1.364, 0.197, 0.911)  -0.025
O (2.276, 0.344, 1.372)  -0.152
H (-1.334, 1.849, -1.215)  -0.028
H (-1.367, 1.424, 0.193)  -0.015
O (-1.820, 2.040, -0.399)  -0.126
H (-0.086, 0.676, -2.662)  -0.003
H (0.404, 1.093, -1.186)  0.026
O (0.131, 1.466, -2.170)  -0.181

Which of them is most stable? Easy: B.